Entry 1:
# C4H7NOS

A 2-piece molecular cluster, C4H7NOS overall in a non-equilibrium geometry (wB97M-V/def2-TZVPD, OMol25).

Output
Spin multiplicity: 1
Orbital gap in eV: 7.4138
Calculated total energy in eV: -18628.5822
E_LUMO in eV: -1.115
E_HOMO in eV: -8.53

```
14
Properties=species:S:1:pos:R:3:forces:R:3
C -1.389668 1.876260 -0.298761 -3.308 0.341 -0.764
C -1.377552 -0.562067 0.031349 3.283 -2.845 -1.047
C -2.077495 -1.725132 0.016688 2.223 1.272 -1.275
C 0.159206 -0.666462 -0.235915 -0.405 2.704 2.766
H -1.632082 2.720858 0.418509 0.018 -1.324 -0.858
H -0.393386 2.064581 -0.648947 0.781 -0.995 0.352
H -2.068286 1.981129 -1.300340 1.291 -0.413 2.593
H -3.119227 -1.624678 0.066246 -1.358 -0.543 0.426
H -1.523224 -2.611485 -0.361170 -0.863 0.617 0.575
H 0.520241 -1.479362 -0.848294 0.138 -0.206 -0.169
H 3.380388 0.337095 1.692440 -1.396 -0.732 -3.457
N 0.968236 0.201994 0.397141 -2.358 -2.913 -2.450
O -1.794927 0.594370 0.439455 -0.346 3.975 -0.424
S 2.533149 -0.068290 -0.149640 2.300 1.063 3.731
```
Positions in Å, forces in eV/Å.

---

Entry 2:
# C16H16N2O6S2

A 3-piece molecular cluster, C16H16N2O6S2 overall in a non-equilibrium geometry (wB97M-V/def2-TZVPD, OMol25).

Output
Structure (SMILES): O=C1OC[C@@H](S)[C@H]1S.O=[N+]([O-])c1ccccc1.O=[N+]([O-])c1ccccc1
Spin multiplicity: 1
Orbital gap in eV: 7.5752
Calculated total energy in eV: -53777.4833
E_LUMO in eV: -1.310
E_HOMO in eV: -8.88

```
42
Properties=species:S:1:pos:R:3:forces:R:3
O -2.517640 0.486687 -7.749874 0.762 -4.317 8.116
C -2.440079 -0.204209 -6.609854 -0.100 1.565 -3.154
O -2.334421 0.256711 -5.194896 -1.398 -0.725 -3.884
C -3.193381 -0.628675 -4.340302 1.680 -1.086 0.171
C -3.764315 -1.835793 -5.315497 0.990 2.377 1.088
S -5.433426 -1.191964 -5.872077 -0.238 -0.283 -0.823
C -2.501267 -1.855751 -6.367190 0.059 0.293 1.653
S -2.566132 -2.970416 -7.881980 0.299 0.030 0.575
H -2.410199 -1.165009 -3.616726 -2.402 1.853 -1.721
H -3.963462 0.117580 -3.854593 1.414 -2.033 -0.867
H -3.963013 -2.766545 -4.634177 0.357 1.635 -1.750
H -5.303884 0.005769 -6.615129 0.787 -1.381 0.917
H -1.585659 -2.147939 -5.663299 -1.784 0.756 -1.767
H -1.697473 -4.078001 -7.664240 -0.876 1.715 0.508
C 1.892072 0.954619 -0.080765 -0.232 -0.164 -0.147
C 1.554751 0.649119 -1.400244 -0.212 -0.135 0.246
C 0.421979 -0.120248 -1.672809 -0.032 -0.008 0.026
C -0.372059 -0.576721 -0.611722 0.757 0.521 0.142
C -0.031458 -0.277986 0.714254 0.034 0.047 -0.069
C 1.105339 0.489877 0.974541 -0.009 0.123 -0.541
N -1.578233 -1.364436 -0.893010 -0.830 -0.557 0.471
O -1.835288 -1.623799 -2.078065 0.595 -0.227 2.252
O -2.272402 -1.721309 0.069700 0.990 0.507 -1.684
H 2.773129 1.559581 0.126506 -0.169 -0.143 -0.020
H 2.173714 1.013704 -2.217261 -0.183 -0.116 0.119
H 0.172593 -0.349620 -2.706517 -0.103 -0.013 0.312
H -0.636002 -0.629951 1.547557 0.038 0.021 -0.316
H 1.376454 0.729706 2.000320 -0.344 -0.212 -1.052
C 3.221820 1.919612 8.031266 -0.043 -0.043 -0.131
C 4.233003 1.760375 7.082427 -0.379 -0.081 -0.131
C 3.916892 1.356304 5.783893 -0.055 0.007 -0.004
C 2.578212 1.117751 5.443603 0.236 0.320 0.922
C 1.561898 1.269389 6.396272 0.028 0.008 -0.025
C 1.890609 1.671203 7.692482 0.288 -0.049 -0.300
N 2.236787 0.717417 4.073335 0.031 -0.289 -0.746
O 3.166046 0.575607 3.264588 -1.332 0.171 1.207
O 1.039240 0.548293 3.802565 1.538 0.113 1.042
H 3.472607 2.240304 9.040951 -0.054 -0.078 -0.215
H 5.268323 1.954438 7.354473 -0.219 -0.064 -0.117
H 4.716429 1.236825 5.056006 -0.353 -0.019 0.039
H 0.519371 1.082822 6.147122 0.331 0.007 -0.135
H 1.108524 1.794679 8.438367 0.134 -0.047 -0.210
```
Positions in Å, forces in eV/Å.

---

Entry 3:
# C2H4N2S

A 2-piece molecular cluster, C2H4N2S overall in a non-equilibrium geometry (wB97M-V/def2-TZVPD, OMol25).

Output
Spin multiplicity: 1
Orbital gap (alpha / beta) in eV: 6.6917 / 9.2351
Calculated total energy in eV: -15949.8368
E_LUMO (alpha / beta) in eV: -2.014 / -0.062
E_HOMO (alpha / beta) in eV: -8.71 / -9.30

```
9
Properties=species:S:1:pos:R:3:forces:R:3
C 1.456420 -0.368295 0.915510 0.469 0.151 0.272
C -1.518798 0.414582 0.332195 0.444 0.121 0.080
N 1.918193 -0.427770 1.975467 0.313 0.171 0.721
N 0.874548 -0.466925 -0.223310 -1.376 -0.581 -0.921
S 1.351618 0.179002 -1.633022 0.191 0.063 -0.242
H -1.286568 1.376261 -0.078726 0.018 0.228 -0.133
H -1.992245 -0.325274 -0.271756 -0.197 -0.302 -0.219
H -1.394803 0.259510 1.383415 -0.030 -0.096 0.298
H 0.591635 -0.641090 -2.399775 0.166 0.246 0.145
```
Positions in Å, forces in eV/Å.

---

Entry 4:
# C11H26N3O4

A 2-piece molecular cluster, C11H26N3O4 overall (wB97M-V/def2-TZVPD, OMol25).

Output
Spin multiplicity: 1
Orbital gap in eV: 10.4208
Calculated total energy in eV: -24477.5473
E_LUMO in eV: -2.861
E_HOMO in eV: -13.28
Total charge: +1

```
44
Properties=species:S:1:pos:R:3:forces:R:3
C 4.157345 1.098965 0.569765 0.026 -0.017 0.034
C 4.430687 0.613429 -0.849465 0.028 0.003 0.048
C 3.350946 -0.322994 -1.389369 0.016 -0.043 -0.009
C 1.954877 0.278914 -1.378863 -0.077 0.119 -0.126
O 1.147160 -0.526932 -0.473262 -0.085 -0.201 0.197
N -0.073124 0.078573 -0.202160 -0.204 0.216 -0.040
C -0.552996 -0.095442 1.196141 -0.339 -0.182 0.404
C -1.896709 0.666265 1.140469 0.031 0.147 0.072
N -1.848519 2.054715 1.552571 0.246 0.067 -0.149
C -2.327024 0.556191 -0.367975 -0.023 0.013 0.097
O -3.580662 0.017238 -0.603181 0.132 -0.044 -0.007
C -4.649230 0.982079 -0.664260 0.017 0.035 0.173
C -4.656170 1.755655 -1.976597 0.073 0.010 0.004
C -1.269767 -0.360004 -0.989074 -0.070 -0.205 0.210
H 3.935024 0.258868 1.231301 0.017 0.001 0.027
H 5.026285 1.616307 0.973899 -0.013 0.008 -0.003
H 3.323156 1.803554 0.624678 -0.007 -0.025 -0.018
H 4.565843 1.461028 -1.526339 -0.027 0.007 0.018
H 5.372126 0.063547 -0.858193 0.028 0.017 -0.046
H 3.329594 -1.226472 -0.773358 -0.037 -0.002 -0.026
H 3.591112 -0.640820 -2.403369 0.043 -0.016 0.017
H 1.960656 1.304587 -0.991536 0.034 -0.033 -0.003
H 1.489884 0.277451 -2.366643 -0.047 -0.061 0.015
H 0.014704 1.095535 -0.333947 0.333 -0.047 -0.091
H 0.176441 0.237314 1.930559 0.039 0.236 -0.162
H -0.744217 -1.154729 1.361584 0.230 -0.068 -0.129
H -2.614113 0.137889 1.767734 -0.050 -0.089 -0.116
H -1.681391 2.718194 0.808414 0.014 -0.021 0.016
H -1.221433 2.245806 2.323287 -0.170 -0.026 0.075
H -2.224482 1.564808 -0.795378 -0.142 -0.039 -0.146
H -5.551340 0.390851 -0.535655 0.006 -0.041 -0.089
H -4.571370 1.650838 0.197854 -0.040 -0.010 0.008
H -4.132327 1.185764 -2.745765 -0.090 -0.033 -0.019
H -4.187802 2.736574 -1.894412 0.045 -0.021 0.011
H -5.676269 1.913134 -2.319446 -0.030 0.035 -0.001
H -1.115745 -0.329829 -2.063420 0.043 0.340 0.028
H -1.477711 -1.383093 -0.679366 0.055 -0.073 -0.159
C 1.046671 -3.827608 1.355082 -0.034 -0.033 0.051
N 1.324439 -3.160480 2.659892 0.053 0.033 0.009
O 0.371635 -2.779851 3.316272 0.055 0.067 -0.146
O 2.487740 -3.029532 2.967151 -0.117 0.023 -0.013
H -0.027965 -3.880921 1.225085 0.005 -0.031 0.000
H 1.529186 -3.229545 0.586713 0.011 -0.023 -0.008
H 1.494852 -4.815823 1.392579 0.022 0.009 -0.004
```
Positions in Å, forces in eV/Å.

---

Entry 5:
# C4H10IPS

A 2-piece molecular cluster, C4H10IPS overall in a non-equilibrium geometry (wB97M-V/def2-TZVPD, OMol25).

Output
Structure (SMILES): CCP(S)I.C=C
Spin multiplicity: 1
Orbital gap in eV: 9.0443
Calculated total energy in eV: -32533.6549
E_LUMO in eV: 0.146
E_HOMO in eV: -8.90

```
17
Properties=species:S:1:pos:R:3:forces:R:3
C 0.844063 1.721430 2.206197 -1.621 0.103 2.003
C -0.798233 -3.343462 -0.884472 1.436 2.031 3.648
C 0.623105 2.084947 0.721432 -0.640 0.990 1.411
C -0.393826 -3.163851 0.412314 -1.093 -0.090 -1.909
P -0.147637 0.535640 -0.080103 1.364 0.751 -0.073
S 0.212328 1.211891 -2.045310 0.721 3.209 1.456
I -2.521309 0.868005 0.242587 -0.387 0.222 0.191
H 1.715146 1.146916 2.355946 0.828 -1.515 -0.285
H 1.087468 2.475731 3.004585 -0.637 0.441 -1.377
H -0.061664 1.191957 2.676461 1.264 0.465 -0.838
H -0.807108 -4.306606 -1.177990 -0.330 -3.097 -1.474
H -0.066064 0.113759 -2.530327 -0.805 -3.358 -1.681
H -0.981344 -2.574033 -1.613095 -0.130 0.345 0.151
H 1.683546 2.314629 0.329329 -2.099 -0.014 -0.097
H -0.199180 2.924594 0.742067 2.021 -1.203 -0.746
H -0.364824 -2.142692 0.770217 0.266 -0.164 0.421
H -0.197457 -4.016677 1.106127 -0.158 0.883 -0.802
```
Positions in Å, forces in eV/Å.

---

Entry 6:
# C7H22N3O5Tl

C7H22N3O5Tl as an isolated structure in a non-equilibrium geometry (wB97M-V/def2-TZVPD, OMol25).

Output
Spin multiplicity: 1
Orbital gap in eV: 2.2066
Calculated total energy in eV: -26991.3916
E_LUMO in eV: -12.693
E_HOMO in eV: -14.90
Total charge: +2

```
38
Properties=species:S:1:pos:R:3:forces:R:3
Tl 1.529397 -2.378856 2.675149 0.125 0.194 -0.186
O -0.988506 -0.170858 0.717844 -0.240 0.114 -0.490
H -0.727381 0.458222 0.017418 0.073 -0.169 0.255
C 4.128175 2.553791 0.315271 -0.175 -0.590 -0.035
C 3.498693 1.103157 0.472807 1.176 2.672 0.407
C 3.631592 0.321925 -0.808546 0.081 -0.534 -0.073
O 2.904940 -0.845665 -0.635526 -1.861 -0.126 1.008
C 2.905536 -1.705386 -1.735020 1.112 -1.363 0.852
N 4.150386 0.535252 1.651632 -0.438 -0.842 -0.725
H 5.211177 2.553312 0.192018 0.025 -0.340 -0.202
H 3.954224 3.047742 1.271235 -0.231 0.372 -0.293
H 3.681629 3.070475 -0.534281 -0.077 0.216 0.205
H 2.472817 1.351855 0.744526 -0.279 -0.670 -0.309
H 4.644604 0.036617 -1.092274 0.667 0.192 0.509
H 3.279727 0.789643 -1.728079 -0.306 0.821 0.206
H 2.284830 -2.572338 -1.508675 -0.735 0.471 -0.332
H 3.882702 -2.162921 -1.580414 0.629 -0.184 -1.325
H 2.751942 -1.238101 -2.707727 -0.035 -0.057 0.084
H 5.148703 0.511333 1.500384 0.293 -0.286 0.101
H 3.983513 1.092227 2.477486 -0.111 0.115 0.056
C -2.915968 -2.272648 -2.460253 -1.647 -0.176 -2.505
C -3.552004 -2.817537 -1.255959 -1.949 -1.178 1.067
O -3.895972 -1.833014 -0.334629 0.062 -0.033 0.343
O -1.658495 -1.832499 -2.342538 2.491 0.300 0.393
H -3.547998 -1.441237 -2.772335 -0.520 0.409 0.010
H -3.017204 -2.977123 -3.285822 0.493 -0.277 0.113
H -2.994929 -3.663087 -0.852450 0.878 0.120 0.420
H -4.475801 -3.330769 -1.522943 -0.256 0.362 -0.203
H -3.149682 -1.244486 -0.199408 0.313 0.206 0.458
H -1.574807 -1.348247 -1.517850 0.323 0.488 0.223
C -4.502993 2.196223 2.121170 -2.280 2.344 0.842
O -5.482063 2.854532 2.342094 -1.623 0.957 -0.056
N -4.107404 1.157020 2.731976 1.745 -5.187 2.404
N -3.523524 2.622069 1.375918 2.152 2.943 -4.162
H -4.439946 0.879012 3.644241 -0.072 -0.139 -0.212
H -3.171433 0.977659 2.397493 -0.129 -1.401 1.341
H -3.715315 3.508556 0.931557 0.353 0.021 -0.375
H -2.603159 2.214149 1.294509 -0.025 0.235 0.185
```
Positions in Å, forces in eV/Å.

---

The calculation returns the following ΔE to the lowest compared entry with this formula, charge and spin values, one per record and in order: 575.8 1010.1 390.4 316.5 187.4 175.4 kJ/mol.